Record 1
DFT (the ωB97M-V functional and the def2-TZVPD basis) results for C52H51FNO4OsSi as an isolated structure in a non-equilibrium geometry.

The geometry in XYZ format:
```
111
Properties=species:S:1:pos:R:3:forces:R:3:lowdin_charge:R:1
Os -0.242781 0.418365 -0.213242 0.76 0.87 2.00 1.1838
Si -1.376838 -1.205315 1.112978 0.30 -0.76 0.03 0.6498
F -3.233209 -4.743658 -4.358317 0.02 -0.03 0.01 0.0073
O 2.792878 3.788042 -2.171489 0.25 -0.04 -0.02 -0.0754
O 1.666489 0.090502 -1.636114 -0.81 -0.68 0.04 -0.1177
O -1.266786 1.709004 1.192339 -0.56 -0.54 0.44 -0.1761
O -0.473723 2.491193 -1.018473 1.35 -0.06 -1.53 -0.2043
N 3.776565 1.275559 -2.481656 -0.25 -0.65 -0.10 0.1244
C -1.428775 3.306608 -1.088902 -0.22 -0.11 0.19 -0.3905
C -0.859156 -1.293948 2.981192 0.05 0.00 -0.35 -0.2658
C 1.083674 0.701952 1.181641 -1.01 0.67 -1.00 -0.1983
C -0.763984 -0.135219 5.115049 -0.06 0.05 -0.01 -0.1005
C -0.174379 -1.244164 5.709780 0.00 -0.01 0.06 -0.1187
C -1.691411 4.081928 -2.261297 0.09 0.13 -0.11 -0.0135
C -1.092859 -0.161356 3.769144 0.06 -0.08 0.08 -0.1113
C -2.004521 -1.150599 -2.652140 0.01 -0.13 -0.07 -0.3191
C 2.095430 -1.006039 -2.119658 0.22 0.69 0.00 -0.3346
C -2.636550 -3.784514 0.473737 0.04 -0.08 -0.01 -0.1087
C -0.252590 -5.151567 0.195022 0.12 -0.01 0.00 -0.1027
C 3.723541 -2.251717 -3.499809 0.10 -0.34 -0.08 -0.0543
C 4.090649 3.560610 -1.816149 -0.34 -0.15 -0.20 -0.2398
C 6.752998 3.071025 -1.207343 0.19 0.08 0.03 -0.0960
C 4.141518 0.086412 -2.951194 -0.11 0.41 0.03 0.0028
C 0.053531 -2.381402 4.951151 0.02 -0.04 0.06 -0.1005
C -2.644812 -5.141186 0.180518 -0.03 -0.03 -0.02 -0.0938
C -3.290615 4.480504 -0.021353 -0.09 -0.06 0.04 -0.0533
C -3.151784 -1.823320 -2.203736 0.14 0.00 -0.10 -0.0516
C -0.298878 -2.407492 3.605761 -0.05 0.08 -0.01 -0.1066
C -5.208369 -1.259210 2.852095 -0.04 -0.01 0.03 -0.0934
C -2.824046 -3.567153 -3.795461 -0.02 0.09 -0.05 -0.3004
C 4.623593 2.284119 -2.034731 0.68 0.64 0.04 -0.1640
C 3.522543 0.911474 1.085516 -0.20 -0.06 -0.01 -0.0469
C -3.911774 0.268518 0.949026 -0.05 -0.01 -0.09 -0.1162
C -2.645376 3.080676 2.536229 0.39 -0.17 -0.08 0.0133
C -1.995166 2.708746 1.214681 -0.33 0.50 -0.37 -0.3422
C 2.357692 0.136405 1.733530 0.33 -0.16 -0.03 -0.6410
C -5.865812 -0.178291 2.276191 -0.03 0.01 0.03 -0.1099
C -1.311756 -1.731939 -3.726331 -0.06 0.01 0.24 -0.0650
C -1.559067 0.105096 -2.048237 -0.15 0.32 0.59 -0.2619
C -3.526635 5.205701 -1.164777 -0.10 0.05 0.09 -0.1206
C 1.903500 4.089795 -1.087490 -0.11 0.04 0.35 -0.0382
C 3.327605 -1.033905 -2.880831 -0.24 -0.07 -0.08 -0.1304
C 1.429068 -2.236875 -1.916473 -0.36 -0.80 -0.05 -0.0305
C 2.524529 -1.355907 1.438282 0.05 0.19 -0.09 -0.0483
C 2.416971 0.354673 3.254275 -0.02 -0.05 -0.16 -0.0496
C -5.210414 0.589481 1.327102 -0.07 0.03 -0.01 -0.0979
C -1.700976 -2.937053 -4.287946 0.00 -0.14 -0.05 -0.0355
C -2.708449 4.997147 -2.293524 0.09 -0.10 0.18 -0.0977
C -3.906053 -1.555765 2.482223 -0.01 0.01 -0.04 -0.1108
C 6.215937 4.329962 -0.982637 -0.14 -0.07 -0.11 -0.0849
C 5.967792 2.060445 -1.729764 -0.37 -0.24 -0.10 -0.0215
C 4.887199 4.568947 -1.303081 0.17 0.12 0.15 -0.0108
C -3.565620 -3.016273 -2.771038 -0.06 -0.08 -0.02 -0.0328
C 3.001927 -3.396128 -3.344268 0.48 0.12 -0.30 -0.0927
C -0.255480 -3.797650 0.501631 -0.04 -0.04 -0.04 -0.1434
C 1.848330 -3.386909 -2.524867 -0.26 0.57 0.28 -0.0389
C -2.263367 3.523758 0.042648 -0.21 -0.15 0.14 -0.1025
C -1.450963 -5.830192 0.030979 -0.03 -0.04 0.02 -0.1072
C -3.229807 -0.806290 1.514744 0.28 0.18 -0.34 -0.2588
C -1.445166 -3.079049 0.646045 -0.04 0.34 0.14 -0.2598
H 4.625308 -2.248280 -4.103321 0.01 -0.03 0.01 0.1075
H 2.789823 1.296192 -2.187569 -0.01 0.08 0.19 0.1298
H 1.270668 -4.292621 -2.387131 0.01 -0.02 0.05 0.1088
H -2.408497 0.700366 -1.705350 -0.14 0.09 -0.49 0.0248
H 6.820232 5.123022 -0.563664 0.03 -0.01 -0.01 0.0998
H 1.521908 3.170437 -0.638848 0.10 0.10 -0.07 0.0697
H 1.547959 -0.089515 3.738045 0.04 -0.01 0.06 0.0538
H -1.041215 3.921121 -3.112706 -0.05 -0.05 -0.04 0.1117
H 0.865805 1.672821 1.670445 0.19 -0.28 0.66 0.0547
H -2.490313 4.132239 2.776435 -0.03 0.03 -0.06 0.0871
H -3.587811 -5.663971 0.068094 -0.01 0.02 -0.06 0.0965
H -0.440571 -1.222579 -4.118938 0.07 0.02 -0.01 0.1056
H -6.880265 0.064300 2.570134 0.00 0.00 0.01 0.0904
H -0.967654 0.750994 5.705698 0.03 0.03 0.01 0.0956
H 3.320135 -4.307615 -3.832936 -0.02 0.00 0.02 0.0956
H -2.889048 5.572599 -3.194852 0.01 -0.02 -0.01 0.0958
H 3.537670 -1.679923 1.695313 0.00 -0.06 0.05 0.0861
H -1.454388 -6.886662 -0.208939 0.00 -0.01 0.00 0.0912
H 0.499326 -3.256584 5.410871 0.00 0.00 -0.01 0.0933
H 3.643228 0.594200 0.050611 0.05 0.02 -0.03 0.0610
H -0.142810 -3.315628 3.033926 0.04 -0.01 0.03 0.0889
H 7.785348 2.867428 -0.953957 -0.01 -0.01 -0.01 0.0995
H 3.321627 -0.107519 3.659469 0.02 -0.01 0.04 0.0820
H 0.550485 -2.222900 -1.279218 -0.06 0.13 -0.14 0.0759
H 0.099442 -1.220567 6.758041 -0.01 -0.01 0.00 0.0899
H -3.580738 -3.264181 0.566705 -0.04 -0.01 0.00 0.0894
H -1.532839 0.712100 3.301441 0.08 -0.19 0.10 0.0659
H 5.122656 0.015628 -3.409935 0.08 -0.03 0.09 0.1372
H 4.447959 0.713857 1.632779 0.05 0.01 -0.03 0.0840
H -1.139755 -3.384684 -5.099416 -0.04 -0.01 -0.02 0.1071
H 2.396295 4.696849 -0.323244 0.10 0.04 -0.09 0.0895
H 2.357030 -1.554169 0.379213 0.00 -0.03 0.08 0.0537
H -3.723218 -1.395928 -1.387289 -0.01 0.00 0.02 0.1019
H 1.808839 -1.932570 2.023790 0.02 -0.04 -0.02 0.0608
H -3.413216 0.879013 0.203799 -0.08 -0.11 -0.04 0.0776
H -4.456007 -3.524601 -2.424055 0.00 -0.03 0.03 0.1121
H -2.209228 2.460516 3.316579 -0.11 0.13 0.02 0.0671
H 0.692030 -3.283460 0.623033 0.00 -0.05 0.03 0.0759
H -3.935460 4.619974 0.837770 -0.01 0.06 0.05 0.1022
H 1.062035 4.644565 -1.497381 0.06 -0.08 -0.06 0.0880
H -0.942787 0.682412 -2.743586 -0.14 0.10 -0.05 0.0398
H -3.717030 2.879577 2.492549 0.00 -0.01 -0.04 0.0838
H 6.365825 1.061517 -1.854882 0.09 0.02 0.06 0.1074
H 0.689402 -5.679080 0.089791 0.01 0.00 -0.01 0.0955
H 4.454311 5.549738 -1.154325 -0.04 -0.01 -0.01 0.1210
H -5.708015 1.443754 0.881419 -0.01 -0.01 -0.04 0.0990
H -3.394092 -2.386996 2.955055 -0.02 -0.01 0.04 0.1067
H -4.336609 5.922822 -1.201776 0.01 -0.01 0.01 0.0850
H -5.712110 -1.863886 3.597612 0.01 0.00 0.01 0.0939
H 2.439533 1.421303 3.488403 -0.03 0.02 0.01 0.0833
H 3.332751 1.988006 1.095105 0.05 0.03 0.03 0.0826
```
Positions in Å, forces in eV/Å.

Its net charge is -1. As for the energy above the lowest of the compared OMol25 structures with the same formula, charge and spin: 1.510 eV. Its spin multiplicity is 1. Its HOMO-LUMO gap is 0.1738 hartree. The calculation puts the highest occupied orbital energy at -3.47 eV.

***

Record 2
DFT (the ωB97M-V functional and the def2-TZVPD basis) results for C52H53As2FN7O5STi as an isolated structure in a non-equilibrium geometry.

The geometry in XYZ format:
```
122
Properties=species:S:1:pos:R:3:forces:R:3:lowdin_charge:R:1
As -0.134306 -0.457424 -2.481086 0.23 -0.20 -0.09 1.3004
As 0.711733 -3.418403 -1.154969 0.11 0.06 -0.21 1.3101
Ti -0.383332 0.077470 0.340144 1.40 0.65 0.80 0.8718
S 0.910158 2.317639 0.587893 -0.24 -0.31 -0.24 0.7828
F 4.988676 -3.224744 -1.384378 -0.02 -0.02 -0.01 0.0507
O 1.326751 -0.586893 0.614656 -0.33 -0.20 -0.07 -0.2819
O -0.714048 0.002937 2.166836 0.04 0.17 -0.63 -0.1818
O -1.975322 -0.953168 -0.014829 -1.08 0.05 -0.21 -0.2465
O -1.744627 1.395325 -0.235139 -0.34 0.51 -0.04 -0.2445
O -0.541595 -0.573987 4.292707 0.19 -0.08 -0.30 0.1160
N -2.936979 0.882069 -0.437624 0.37 -0.28 0.07 -0.1702
N 5.411682 -5.341620 0.424941 0.35 0.29 -0.23 -0.1164
N 2.804986 -2.916669 3.689949 0.10 0.14 0.10 0.0074
N -1.111989 2.874037 2.323859 0.17 -0.19 -0.11 0.0548
N 0.064899 4.599792 1.689659 0.03 -0.17 -0.05 0.0295
N 4.810007 -7.712134 0.708727 -0.15 0.06 0.09 0.0542
N -3.092925 -0.359167 -0.334181 0.15 -0.51 -0.03 0.0953
C -0.106243 3.277515 1.552927 -0.06 0.14 0.08 -0.7663
C -2.522628 0.679437 -3.680386 0.04 -0.11 0.02 -0.1325
C 1.022986 -1.517579 2.792853 0.23 -0.10 -0.15 -0.0398
C 3.459756 -2.250690 0.134570 0.06 -0.07 0.04 0.0281
C 1.878567 -0.688330 -4.595177 -0.10 -0.02 0.01 -0.1143
C 1.581656 -4.896802 -2.130608 -0.19 0.02 0.11 -0.3696
C 0.504694 -3.936394 3.416224 -0.09 -0.20 0.18 -0.2154
C 1.701233 -1.382088 1.635764 0.16 -0.21 0.06 -0.2354
C -0.918496 5.194520 2.586401 -0.03 0.13 0.02 -0.1159
C 1.633879 -0.323326 -3.273830 -0.11 -0.02 0.00 -0.3979
C -4.716713 3.857487 -1.643667 -0.02 0.03 -0.01 -0.0636
C 3.077375 -5.576159 -3.904639 0.05 -0.01 -0.01 -0.0896
C -0.113753 -0.690565 3.164197 -0.43 0.12 0.61 -0.4898
C -4.003235 1.741476 -0.823906 -0.36 0.28 -0.14 -0.1761
C 2.820810 -6.909256 -3.619821 0.05 -0.03 -0.06 -0.1100
C -6.023232 3.395080 -1.658467 -0.06 0.03 -0.02 -0.0669
C 3.969908 0.199774 -3.003114 0.05 0.03 0.02 -0.0714
C 3.370278 -3.026813 2.443900 0.10 -0.03 -0.28 -0.1406
C 1.335961 -6.239599 -1.848390 -0.04 0.03 0.15 -0.1164
C -0.778428 -3.627618 1.309221 -0.36 0.07 0.10 -0.1731
C -1.277747 2.882991 -4.800504 -0.01 0.02 -0.02 -0.0756
C -1.614728 3.949744 3.167204 -0.19 0.05 0.16 -0.1039
C 3.357718 -3.399029 4.923789 0.05 -0.02 0.02 -0.2413
C -3.687096 3.032235 -1.226177 0.00 -0.22 0.09 -0.0072
C 4.305523 -4.007085 2.094526 -0.05 0.13 0.02 0.0344
C 5.207031 -5.906467 -0.885280 -0.02 -0.06 -0.13 -0.1184
C 2.469637 -4.578158 -3.153390 -0.03 0.14 0.00 -0.1273
C -3.274367 1.631431 -4.350836 -0.05 -0.01 -0.01 -0.0874
C 3.162718 -0.618769 -5.111456 -0.01 -0.01 -0.03 -0.0785
C 5.127696 -7.439515 -0.727717 0.05 -0.06 -0.13 -0.0647
C 4.797828 -3.716538 5.165826 -0.02 0.05 -0.06 -0.0888
C -0.752533 -3.593194 2.667060 -0.12 -0.05 -0.12 -0.0666
C -5.307040 1.256640 -0.821681 0.15 0.11 -0.02 -0.0027
C 1.955761 -7.240116 -2.583091 -0.03 -0.05 -0.02 -0.1135
C -1.007724 -3.274329 -2.155651 0.08 -0.22 0.14 -0.4083
C 6.460946 -5.958423 1.184097 -0.08 -0.09 0.10 -0.1147
C -2.652907 2.737552 -4.908566 -0.01 0.04 -0.03 -0.0832
C 2.683843 0.134407 -2.486530 -0.07 0.00 0.12 -0.1281
C -0.849358 -2.174472 -3.192628 0.12 0.22 -0.16 -0.4058
C 1.231461 -4.940508 1.259888 0.03 -0.16 0.17 -0.1825
C 4.210828 -0.181140 -4.313220 0.03 0.02 -0.01 -0.0763
C 1.375961 -2.641755 3.731932 0.07 0.17 0.09 -0.1489
C 0.275371 -4.179637 0.530412 0.18 0.01 -0.13 -0.4285
C 2.881985 -2.204095 1.396239 0.03 0.01 0.18 -0.0706
C -1.140126 0.816621 -3.567556 -0.05 -0.03 0.09 -0.3655
C 5.974845 -7.372853 1.591550 0.08 -0.01 0.08 -0.0697
C 3.762579 -4.816090 5.242298 -0.06 -0.04 0.05 -0.0926
C 1.269745 -4.955430 2.615663 0.00 -0.04 -0.26 -0.0831
C 4.427790 -3.183195 -0.145547 -0.05 0.00 0.00 -0.2053
C -6.316204 2.101008 -1.247383 -0.01 0.01 -0.01 -0.0608
C -0.523658 1.927949 -4.134404 0.09 -0.04 0.09 -0.0958
C 4.775833 -4.141392 0.797482 -0.16 -0.08 0.09 -0.1558
H -7.337654 1.747396 -1.252500 -0.02 0.00 0.00 0.1125
H -1.806201 -3.052441 -1.447905 0.05 0.00 0.02 0.0424
H -1.676880 -3.282406 0.805736 0.01 0.03 0.02 0.0811
H 5.213438 -0.130833 -4.716632 0.01 -0.01 0.00 0.1060
H 4.338332 -7.866511 -1.343221 0.03 0.03 -0.01 0.1117
H 2.501888 0.419135 -1.455019 0.02 0.00 -0.04 0.0750
H 1.905069 -5.660141 3.141741 0.00 -0.03 0.00 0.0780
H -1.238578 -4.223274 -2.644655 -0.01 0.03 0.05 0.0731
H -2.699804 4.020696 3.097772 0.04 -0.01 0.04 0.1216
H 0.649944 -6.489436 -1.045211 -0.04 0.00 -0.04 0.1001
H 4.507498 -8.673454 0.854790 0.00 0.01 0.00 0.1851
H 5.997887 -5.655434 -1.602490 -0.04 -0.02 0.03 0.1374
H 1.917058 -5.589199 0.708438 0.03 0.03 0.00 0.0735
H 5.476879 -3.709812 4.328411 0.04 0.01 -0.03 0.0822
H 4.783640 0.541427 -2.377151 0.01 0.01 0.01 0.1111
H 2.687396 -3.535596 -3.368179 0.00 0.00 0.01 0.0917
H 0.256023 -4.365757 4.393712 0.00 0.06 -0.03 0.1342
H 3.098941 -1.604058 -0.649934 0.06 0.04 0.01 0.0833
H 3.724707 -5.546830 4.448420 0.02 -0.03 -0.01 0.0650
H 6.669431 -5.374709 2.077510 0.02 0.00 -0.02 0.1309
H -6.820757 4.045527 -1.989975 -0.02 0.01 0.00 0.1102
H 1.736975 -8.280636 -2.371376 -0.01 -0.02 0.00 0.1023
H 1.066865 -1.027207 -5.229247 0.00 0.01 0.00 0.1063
H 1.147801 -2.302235 4.743585 -0.06 -0.03 -0.05 0.1436
H 3.746532 -5.309777 -4.712900 0.02 -0.01 -0.01 0.1058
H 0.551458 2.047998 -4.061656 -0.02 0.00 0.01 0.1025
H 4.263843 -5.536475 -1.285876 -0.01 -0.02 -0.01 0.1064
H 5.614955 -7.410547 2.619195 0.03 0.01 -0.01 0.1300
H 4.514104 -4.809771 2.782784 0.03 -0.01 0.07 0.0905
H 0.665907 5.117874 1.074056 0.03 -0.01 0.01 0.1416
H 3.276819 -7.689685 -4.216215 0.02 -0.01 -0.01 0.1030
H 6.727738 -8.145533 1.444297 0.00 0.01 0.02 0.1308
H 7.392073 -6.026845 0.607045 -0.05 -0.02 0.00 0.1333
H 3.503343 -5.206324 6.216189 -0.03 -0.02 0.01 0.1000
H -1.780816 -1.938567 -3.711052 0.02 -0.03 0.06 0.0602
H 6.068495 -7.946558 -0.938718 0.00 0.01 0.00 0.1345
H -1.236473 1.885892 2.531263 0.02 0.05 0.00 0.1147
H -0.128814 -2.480778 -3.956893 -0.04 0.04 0.03 0.0560
H -0.787278 3.740815 -5.240962 0.01 0.02 -0.01 0.1063
H -3.027061 -0.180213 -3.249260 0.01 0.02 0.00 0.0964
H 2.870266 -2.888102 5.744401 0.03 0.00 0.01 0.1476
H 3.345481 -0.903368 -6.138934 0.00 -0.01 -0.02 0.1061
H -1.613300 5.829321 2.033162 0.02 -0.02 0.01 0.1197
H 4.039527 -7.083742 0.967177 -0.03 -0.06 0.00 0.1751
H -2.658412 3.361460 -1.230978 0.01 -0.02 0.00 0.1218
H 5.233247 -3.361578 6.088442 0.00 0.02 0.01 0.1017
H -5.519768 0.249845 -0.495963 0.01 -0.03 0.01 0.1165
H -4.346680 1.508992 -4.434123 -0.02 0.00 0.01 0.1102
H -4.492612 4.863795 -1.968803 0.00 0.02 -0.01 0.1120
H -0.433528 5.792748 3.356730 -0.04 0.00 -0.03 0.1204
H -3.238308 3.482699 -5.430527 -0.01 0.01 -0.02 0.1062
H -1.635803 -3.300701 3.221724 -0.02 0.03 0.02 0.1065
H -1.341791 3.773193 4.208911 0.00 0.01 -0.03 0.1278
```
Positions in Å, forces in eV/Å.

Its net charge is +1. As for the energy above the lowest of the compared OMol25 structures with the same formula, charge and spin: 0.000 eV. Its spin multiplicity is 1. Its HOMO-LUMO gap (spin up / spin down) is 0.1452 / 0.1015 hartree. The calculation puts the highest occupied orbital energy (spin up / spin down) at -6.88 / -6.40 eV.

***

Q: What is the net charge in the first record?
A: -1